DFT (ωB97M-V/def2-TZVPD) results for a molecular structure, C36H27CdFN6O8S at a distorted geometry.

As for the charge: -2. For the total energy, the calculation gives -81213.8011 eV. The highest occupied orbital energy comes out at -1.95 eV. The spin multiplicity is 1.

Atoms and positions in Å:
1 Cd 0.730 1.027 0.357
2 O 0.551 3.012 5.104
3 C -0.599 2.333 5.220
4 C -1.067 1.976 6.486
5 C -2.236 1.251 6.621
6 C -2.969 0.877 5.503
7 C -2.532 1.249 4.247
8 C -1.364 1.981 4.093
9 C -0.884 2.352 2.748
10 O 0.198 2.963 2.593
11 N -1.748 2.119 1.748
12 N -1.196 2.210 0.563
13 C -1.923 2.354 -0.496
14 C -1.289 2.637 -1.741
15 C -2.039 2.746 -2.928
16 C -1.432 3.201 -4.073
17 C -0.090 3.569 -4.023
18 C 0.587 3.373 -2.826
19 N 0.026 2.921 -1.727
20 H 0.705 3.084 4.105
21 H -0.485 2.258 7.353
22 H -2.576 0.969 7.612
23 H -3.866 0.285 5.608
24 H -3.066 0.975 3.351
25 H -3.014 2.349 -0.448
26 H -3.080 2.455 -2.922
27 H -1.997 3.300 -4.993
28 H 0.413 3.986 -4.885
29 H 1.637 3.631 -2.749
30 C 1.465 0.285 -3.506
31 C 2.812 0.606 -2.938
32 C 3.917 0.583 -3.816
33 C 5.172 0.781 -3.319
34 C 5.346 1.021 -1.940
35 C 6.618 1.190 -1.371
36 C 6.732 1.425 -0.019
37 C 5.603 1.510 0.775
38 C 4.310 1.371 0.264
39 S 3.005 1.587 1.352
40 C 4.167 1.085 -1.136
41 N 2.948 0.868 -1.659
42 H 1.157 1.057 -4.212
43 H 0.734 0.219 -2.705
44 H 1.503 -0.666 -4.041
45 H 3.749 0.396 -4.871
46 H 6.044 0.738 -3.965
47 H 7.491 1.118 -2.004
48 H 7.712 1.545 0.429
49 H 5.696 1.701 1.833
50 F -1.302 -5.125 -0.635
51 C -1.634 -4.393 0.459
52 C -0.666 -3.760 1.163
53 N -0.923 -3.116 2.323
54 C 0.131 -2.358 2.950
55 C 0.604 -1.211 1.956
56 O 1.184 -1.590 0.938
57 O 0.359 -0.060 2.327
58 C -2.206 -3.015 2.816
59 O -2.489 -2.535 3.891
60 N -3.167 -3.625 2.035
61 C -3.018 -4.345 0.858
62 O -3.979 -4.877 0.329
63 H 0.357 -3.718 0.819
64 H 0.980 -3.016 3.160
65 H -0.258 -1.913 3.864
66 H -4.119 -3.485 2.355
67 O -1.802 -1.101 0.392
68 C -1.362 -0.971 -0.750
69 O -0.496 -0.160 -1.166
70 C -1.933 -1.881 -1.835
71 C -1.083 -2.486 -2.752
72 C -1.587 -3.340 -3.715
73 C -2.950 -3.572 -3.794
74 C -3.805 -2.948 -2.902
75 C -3.298 -2.122 -1.916
76 H -0.024 -2.285 -2.690
77 H -0.920 -3.833 -4.409
78 H -3.340 -4.243 -4.549
79 H -4.872 -3.118 -2.972
80 H -3.959 -1.657 -1.197